This record from the Open Molecules 2025 dataset describes C7H8OS2 in the gas phase. The level of theory is the ωB97M-V functional and the def2-TZVPD basis.

The value obtained for the orbital gap (alpha / beta) is 7.037 / 6.400 eV. The value obtained for the energy above the lowest of the compared OMol25 structures with the same formula, charge and spin is 0.7 kcal/mol. The calculation puts the LUMO energy (alpha / beta) at 0.689 / -2.088 eV. The electronic energy comes out at -31100.54745 eV.

```
! RIJCOSX wB97M-V def2-TZVPD def2/J DEFGRID3
* xyz 0 3
C 0.27571 1.78598 -1.26325
C -0.71003 1.40233 -0.41222
C 1.60719 1.75079 -0.72826
C -0.16757 1.01559 0.90067
C 1.24152 -1.79228 0.79393
C 0.48161 -2.08673 -0.26830
C -0.80542 0.63425 2.01166
O 2.04284 -0.74730 0.99280
S 1.61341 1.24372 0.85034
S -2.42773 0.27954 2.22497
H 0.17661 2.10634 -2.39092
H -1.85319 1.26045 -0.60758
H 2.58801 1.86260 -1.27159
H 1.31669 -2.51211 1.51906
H 0.42923 -1.50135 -1.07000
H 0.02223 -2.96907 -0.21811
H -0.15446 0.48431 2.95372
H -2.64431 0.13243 0.87008
*
```